Entry 1:
Below is C6H7BN2OS in the gas phase, with properties calculated with ωB97M-V/def2-TZVPD.

Computed properties:
orbital gap: 9.06 eV
SMILES: CC1=NNB(O)c2sccc21
lowest unoccupied orbital energy: 0.5 eV

```
18
C6H7BN2OS | OMol25 | ωB97M-V/def2-TZVPD
N 1.022 -1.755 -0.096
O 0.686 -0.391 3.389
S -0.966 2.117 1.508
B 0.570 -0.454 1.988
C 0.498 -0.778 -0.791
C -1.473 2.231 -0.145
C -0.123 0.634 1.174
C -0.929 1.297 -0.915
C -0.113 0.372 -0.181
N 0.956 -1.576 1.202
C 0.372 -0.963 -2.249
H 0.168 0.335 3.808
H -1.993 3.070 -0.578
H -1.009 1.325 -1.977
H 1.297 -2.371 1.733
H 1.206 -1.584 -2.626
H 0.405 -0.031 -2.775
H -0.575 -1.479 -2.469
```


Entry 2:
Below is 2 unconnected molecules or ions with the total composition C6H7Br, with properties calculated with ωB97M-V/def2-TZVPD.

Computed properties:
orbital gap (alpha / beta): 8.03 / 7.18 eV
lowest unoccupied orbital energy (alpha / beta): -0.3 / -0.8 eV

```
14
C6H7Br | OMol25 | ωB97M-V/def2-TZVPD
C -4.026 -1.094 -0.431
C -3.063 -1.596 0.084
C -1.808 -1.767 0.448
C -0.792 -0.023 -0.266
C 1.415 1.244 -0.178
C 0.621 -0.097 0.192
Br -1.738 1.518 -0.158
H -4.725 -0.392 -0.873
H -1.111 -2.593 0.192
H 1.531 1.470 -1.240
H 0.829 2.218 -0.050
H 2.432 1.444 0.290
H 0.574 -0.151 1.335
H 1.116 -0.876 -0.370
```


Entry 3:
Below is C6H7BrF2O in the gas phase, with properties calculated with ωB97M-V/def2-TZVPD.

Computed properties:
orbital gap (alpha / beta): 8.43 / 7.02 eV
lowest unoccupied orbital energy (alpha / beta): 0.0 / -0.4 eV

```
17
C6H7BrF2O | OMol25 | ωB97M-V/def2-TZVPD
C -0.956 -0.513 1.081
C -1.293 0.618 0.488
C 0.428 -1.094 1.041
C 0.926 -0.179 -1.390
C -0.484 1.696 -0.087
C 0.775 -1.378 -0.403
O 0.642 2.296 0.391
F -1.124 2.406 -1.076
F -0.186 -2.191 -0.969
Br 2.442 -2.516 -0.570
H -1.669 -1.180 1.391
H -2.442 0.765 0.330
H 1.149 -0.427 1.382
H 0.455 -2.063 1.534
H 0.483 -0.370 -2.439
H 1.914 0.244 -1.375
H 0.900 3.226 0.004
```


Entry 4:
Below is 2 unconnected molecules or ions with the total composition C6H7BrN2, with properties calculated with ωB97M-V/def2-TZVPD.

Computed properties:
orbital gap: 9.96 eV
SMILES: Brc1ncc[nH]1.C=C=C
lowest unoccupied orbital energy: 0.7 eV

```
16
C6H7BrN2 | OMol25 | ωB97M-V/def2-TZVPD
C -1.635 2.714 0.300
C -0.744 2.114 -0.522
C -2.068 0.645 0.316
C 3.077 -1.997 -0.482
C 1.881 -1.916 0.041
C 0.749 -1.839 0.645
N -2.463 1.718 0.872
N -0.989 0.728 -0.488
Br -2.691 -1.137 0.679
H -1.811 3.749 0.483
H 0.160 2.539 -1.085
H 3.874 -2.049 0.302
H 3.370 -1.668 -1.392
H 0.130 -0.965 0.824
H 0.046 -2.629 0.695
H -0.885 -0.009 -1.187
```


Entry 5:
Below is C6H7BrN2O4S in the gas phase, with properties calculated with ωB97M-V/def2-TZVPD.

Computed properties:
orbital gap (alpha / beta): 6.96 / 6.52 eV
expectation value of S²: 2.02
spin multiplicity: 3
lowest unoccupied orbital energy (alpha / beta): 0.4 / -3.8 eV

```
21
C6H7BrN2O4S | OMol25 | ωB97M-V/def2-TZVPD
C 0.497 1.840 1.689
C -0.415 2.287 0.576
C 1.301 0.810 1.846
C -1.267 1.535 -0.135
C 1.624 -0.419 1.088
C -1.113 -1.897 -1.403
N 0.782 -0.675 -0.065
N -2.081 2.048 -1.240
O -2.360 1.207 -2.050
O -2.335 3.230 -1.281
O -1.743 0.273 0.112
O -0.950 -1.667 1.372
S -0.648 -1.042 0.139
Br 2.044 0.840 3.624
H 0.483 2.636 2.397
H -0.259 3.293 0.269
H 2.650 -0.244 0.804
H 1.423 -1.179 1.808
H -0.432 -2.657 -1.728
H -2.253 -2.116 -1.600
H -0.914 -1.016 -2.012
```


Entry 6:
Below is C6H7ClIN in the gas phase, with properties calculated with ωB97M-V/def2-TZVPD.

Computed properties:
orbital gap: 8.71 eV
SMILES: C[C@H]1CC=NC(I)=C1Cl
lowest unoccupied orbital energy: 0.1 eV

```
16
C6H7ClIN | OMol25 | ωB97M-V/def2-TZVPD
C 0.086 1.779 -0.180
C 1.068 -0.785 -0.265
C 1.804 0.359 -0.112
C -0.823 0.781 -0.762
C -0.391 -0.643 -0.383
C -1.180 -0.988 1.020
N 1.299 1.602 0.126
Cl 1.859 -2.353 -0.139
I 3.930 0.241 0.122
H -0.324 2.796 -0.174
H -1.831 0.941 -0.498
H -0.559 0.900 -1.748
H -0.737 -1.364 -1.114
H -1.178 -0.162 1.717
H -0.838 -1.893 1.578
H -2.185 -1.212 0.812
```


Entry 7:
Below is C6H7ClN2O2 in the gas phase, with properties calculated with ωB97M-V/def2-TZVPD.

Computed properties:
orbital gap: 8.04 eV
lowest unoccupied orbital energy: -0.2 eV

```
18
C6H7ClN2O2 | OMol25 | ωB97M-V/def2-TZVPD
C -0.789 1.682 0.034
C 0.559 1.628 0.045
C -1.837 0.761 -0.558
C -0.376 -1.033 -0.260
C 1.387 0.554 -0.404
C 1.760 -1.719 0.502
N 0.839 -0.752 0.067
N -3.057 0.462 -0.179
O -3.532 1.648 -0.055
O -3.719 -0.525 -0.251
Cl -1.054 -2.537 -0.173
H -1.175 2.492 0.467
H 0.941 2.488 0.501
H 1.446 0.385 -1.556
H 2.456 0.580 -0.047
H 2.148 -2.523 -0.349
H 2.690 -1.250 0.916
H 1.312 -2.341 1.300
```


Entry 8:
Below is C6H7ClN2S2 in the gas phase, with properties calculated with ωB97M-V/def2-TZVPD.

Computed properties:
orbital gap: 7.35 eV
SMILES: Clc1nss/c1=N/C1CCC1
lowest unoccupied orbital energy: -0.9 eV

```
18
C6H7ClN2S2 | OMol25 | ωB97M-V/def2-TZVPD
C -1.915 -1.415 -1.351
C -1.609 -0.078 -0.827
C 0.700 0.607 -0.473
C 1.101 1.570 0.658
C 2.028 0.518 1.255
C 1.120 -0.488 0.605
H 1.459 0.785 -1.336
H 1.368 2.474 0.554
H 0.307 1.697 1.483
H 3.014 0.512 0.768
H 1.975 0.568 2.188
H 0.215 -0.935 0.986
H 1.508 -1.545 0.338
N -2.959 -2.022 -1.208
N -0.514 0.599 -1.074
S -4.110 -1.184 -0.284
S -3.006 0.512 0.040
Cl -0.682 -2.175 -2.322
```


Entry 9:
Below is a molecular structure, C6H7ClN3O, with properties calculated with ωB97M-V/def2-TZVPD.

Computed properties:
orbital gap: 8.71 eV
net charge: +1
lowest unoccupied orbital energy: -5.7 eV

```
18
C6H7ClN3O | OMol25 | ωB97M-V/def2-TZVPD
C -1.717 -1.678 -0.874
C -2.900 0.200 -0.167
C 0.443 0.863 -0.151
C -1.699 0.805 0.541
C -0.628 -0.704 1.095
C 1.774 1.407 -0.595
N -2.732 -0.830 -0.958
N -0.694 1.458 -0.157
N -1.037 -1.809 0.267
O 0.570 -0.262 0.608
Cl -4.440 0.729 0.127
H -1.608 -2.478 -1.579
H -2.210 1.341 1.249
H -0.521 -0.726 2.106
H 1.981 1.301 -1.719
H 2.638 1.039 -0.055
H 1.916 2.414 -0.500
H -0.488 -2.628 0.542
```


Entry 10:
Below is C6H7ClN4 in the gas phase, with properties calculated with ωB97M-V/def2-TZVPD.

Computed properties:
orbital gap: 8.70 eV
SMILES: CC1=N[C@@H](Cl)Nc2nc[nH]c21
lowest unoccupied orbital energy: 0.4 eV

```
18
C6H7ClN4 | OMol25 | ωB97M-V/def2-TZVPD
C -1.168 -2.310 0.456
C -0.494 -0.227 0.176
C 0.424 -1.137 -0.353
C -0.174 1.111 0.017
C 2.023 0.443 -0.736
C -1.187 2.233 0.291
N -0.051 -2.377 -0.172
N 1.051 1.416 -0.409
N -1.473 -1.061 0.768
N 1.486 -0.794 -1.213
Cl 2.713 0.092 1.024
H -1.735 -3.142 0.783
H 2.882 0.839 -1.243
H -2.132 1.904 0.589
H -1.211 2.740 -0.722
H -0.556 2.875 1.022
H -2.424 -0.909 1.204
H 2.029 -1.697 -1.482
```


Entry 11:
Below is C6H7ClN4 in the gas phase, with properties calculated with ωB97M-V/def2-TZVPD.

Computed properties:
orbital gap: 9.51 eV
SMILES: C=C(C)N=C=N/C=N\N=C\Cl
lowest unoccupied orbital energy: 0.5 eV

```
18
C6H7ClN4 | OMol25 | ωB97M-V/def2-TZVPD
C 0.757 2.815 2.666
C 0.959 1.665 0.719
C 0.188 -0.148 -0.689
C 0.579 -1.252 -0.128
C -1.008 0.218 2.329
C -0.896 -0.155 -1.699
N 1.437 2.405 1.603
N -0.296 2.270 3.063
N 0.630 1.083 -0.293
N -1.064 1.432 2.408
Cl -2.298 -0.626 1.663
H 1.184 3.407 3.487
H 0.275 -2.107 -0.679
H 1.088 -1.359 0.868
H -0.251 -0.492 2.720
H -1.766 -0.882 -1.537
H -0.647 -0.163 -2.712
H -1.395 0.842 -1.609
```


Entry 12:
Below is a gas-phase ion, C6H7ClNOS (charge +1), with properties calculated with ωB97M-V/def2-TZVPD.

Computed properties:
orbital gap: 9.48 eV
net charge: +1
lowest unoccupied orbital energy: -5.2 eV

```
17
C6H7ClNOS | OMol25 | ωB97M-V/def2-TZVPD
C 1.186 -1.081 1.809
C 0.175 -0.549 2.606
C 1.088 -0.991 0.422
C -0.930 0.121 1.964
C 0.025 -0.240 -0.076
C -0.478 1.710 -2.210
N -0.996 0.209 0.634
O 1.109 -0.675 -2.520
S -0.142 -0.049 -1.779
Cl -1.770 -1.024 -2.305
H 1.957 -1.612 2.404
H 0.363 -0.657 3.599
H 1.796 -1.328 -0.171
H -1.855 0.626 2.314
H -1.175 1.894 -1.442
H -0.985 1.626 -3.059
H 0.632 2.020 -2.189
```


Entry 13:
Below is C6H7ClO in the gas phase, with properties calculated with ωB97M-V/def2-TZVPD.

Computed properties:
orbital gap: 9.42 eV
SMILES: Cc1coc(Cl)c1C
lowest unoccupied orbital energy: 0.8 eV

```
15
C6H7ClO | OMol25 | ωB97M-V/def2-TZVPD
C -1.011 1.286 1.203
C -0.125 0.763 0.229
C 0.749 1.608 -0.493
C 0.984 -0.478 -1.383
C 0.172 -0.642 -0.309
C -0.213 -1.960 0.129
H -1.946 0.784 1.296
H -0.461 1.244 2.221
H -1.364 2.422 0.989
H 0.683 2.632 -0.720
H -0.761 -1.809 1.059
H 0.649 -2.538 0.255
H -0.659 -2.457 -0.717
O 1.295 0.864 -1.546
Cl 2.007 -1.718 -2.213
```


Entry 14:
Below is C6H7ClS in the gas phase, with properties calculated with ωB97M-V/def2-TZVPD.

Computed properties:
orbital gap: 8.72 eV
SMILES: C=CC(=C)S/C=C/Cl
lowest unoccupied orbital energy: 0.1 eV

```
15
C6H7ClS | OMol25 | ωB97M-V/def2-TZVPD
C 2.249 0.415 0.164
C 1.012 0.197 -0.311
C -1.759 0.001 0.400
C -1.842 -0.746 1.508
C -2.749 -0.025 -0.673
C -3.926 -0.663 -0.828
H 2.406 1.146 0.916
H 0.837 -0.497 -1.114
H -1.319 -0.860 2.465
H -2.673 -1.515 1.398
H -2.547 0.659 -1.551
H -4.218 -1.495 -0.225
H -4.621 -0.463 -1.640
S -0.389 1.167 0.165
Cl 3.556 -0.630 -0.261
```


Entry 15:
Below is a gas-phase ion, C6H7F3N3OS (charge +1), with properties calculated with ωB97M-V/def2-TZVPD.

Computed properties:
orbital gap (alpha / beta): 7.18 / 7.57 eV
SMILES: C[C@@]1(S)NC(C(F)(F)F)=CC(N=O)=[NH+]1
net charge: +1
lowest unoccupied orbital energy (alpha / beta): -6.3 / -5.7 eV

```
21
C6H7F3N3OS | OMol25 | ωB97M-V/def2-TZVPD
C -1.577 -1.789 -0.546
C -1.500 -0.673 -1.304
C -0.600 -2.114 0.390
C 0.155 0.282 0.206
C 1.437 1.060 0.047
C -2.431 -0.608 -2.490
N -0.766 -3.090 1.271
N -0.601 0.242 -1.034
N 0.365 -1.131 0.648
O -0.821 -4.243 1.320
F -3.699 -0.409 -2.179
F -2.002 0.285 -3.296
F -2.306 -1.830 -3.073
S -1.209 0.991 1.390
H -2.330 -2.470 -0.907
H 1.918 1.337 0.979
H 1.314 1.892 -0.593
H 2.184 0.536 -0.438
H -0.543 0.992 -1.657
H 1.184 -1.165 1.300
H -0.486 0.776 2.441
```


Entry 16:
Below is a molecular structure, C6H7F5NO3, with properties calculated with ωB97M-V/def2-TZVPD.

Computed properties:
orbital gap: 8.86 eV
net charge: +1
lowest unoccupied orbital energy: -6.5 eV

```
22
C6H7F5NO3 | OMol25 | ωB97M-V/def2-TZVPD
C 2.027 -1.640 -0.177
C -2.241 1.644 0.057
C -1.814 0.595 -0.983
C -1.763 -0.801 -0.299
C 2.230 -0.448 0.859
C 2.464 1.036 0.148
N 0.195 -2.233 0.052
O 2.628 -2.178 -0.987
O -0.193 -2.808 1.029
O -0.466 -1.340 -0.683
F 1.193 -0.412 1.754
F 3.344 -0.771 1.518
F 1.244 1.307 -0.324
F 3.300 1.029 -0.840
F 2.841 1.904 1.064
H -3.280 1.750 0.355
H -1.682 1.753 0.995
H -2.185 2.578 -0.498
H -0.874 0.887 -1.402
H -2.526 0.513 -1.731
H -1.896 -0.770 0.822
H -2.547 -1.596 -0.731
```


Entry 17:
Below is a molecular structure, C6H7F6N2O4RbS2, with properties calculated with ωB97M-V/def2-TZVPD.

Computed properties:
orbital gap: 8.59 eV
lowest unoccupied orbital energy: -0.8 eV

```
28
C6H7F6N2O4RbS2 | OMol25 | ωB97M-V/def2-TZVPD
Rb 32.066 23.449 -11.331
C 28.143 25.052 -10.379
F 28.301 25.008 -11.711
F 26.999 25.701 -10.087
F 28.279 23.795 -9.827
S 29.588 26.182 -9.831
O 29.076 27.527 -9.741
O 30.040 25.618 -8.556
N 30.781 25.857 -11.120
S 30.934 27.269 -11.605
O 29.739 27.921 -12.174
O 31.864 28.089 -10.856
C 32.104 27.104 -13.181
F 31.533 26.323 -14.061
F 32.173 28.203 -13.852
F 33.339 26.574 -12.959
C 28.304 19.249 -9.491
C 27.464 19.501 -10.840
C 28.154 19.702 -12.202
C 29.134 20.830 -12.138
N 29.840 21.754 -12.107
H 29.006 18.416 -9.446
H 27.646 19.186 -8.624
H 28.932 20.126 -9.333
H 26.732 20.280 -10.628
H 26.893 18.578 -10.945
H 27.376 19.869 -12.947
H 28.725 18.808 -12.450
```


Entry 18:
Below is C6H7IN2O2S in the gas phase, with properties calculated with ωB97M-V/def2-TZVPD.

Computed properties:
orbital gap (alpha / beta): 5.47 / 5.53 eV
SMILES: NN=[S@](=O)(OI)c1ccccc1
lowest unoccupied orbital energy (alpha / beta): -2.4 / -2.3 eV

```
19
C6H7IN2O2S | OMol25 | ωB97M-V/def2-TZVPD
C -0.409 -0.698 2.993
C 0.835 -0.758 2.321
C -1.515 -0.462 2.139
C 0.917 -0.532 0.949
C -1.374 -0.100 0.809
C -0.133 -0.116 0.215
N 0.965 -0.537 -2.369
N 0.520 -0.606 -3.684
O -1.050 0.753 -2.121
O 0.992 1.713 -1.288
S 0.179 0.433 -1.445
I 0.871 3.732 -0.557
H -0.628 -0.950 4.032
H 1.800 -0.598 2.832
H -2.496 -0.479 2.554
H 1.921 -0.800 0.536
H -2.297 0.158 0.258
H -0.239 0.202 -3.726
H 1.141 -0.354 -4.446
```


Entry 19:
Below is a molecular structure, C6H7LiNaO6, with properties calculated with ωB97M-V/def2-TZVPD.

Computed properties:
orbital gap (alpha / beta): 6.29 / 8.83 eV
expectation value of S²: 0.76
spin multiplicity: 2
lowest unoccupied orbital energy (alpha / beta): -0.5 / -0.5 eV

```
21
C6H7LiNaO6 | OMol25 | ωB97M-V/def2-TZVPD
Na -1.682 -2.023 0.463
O -0.127 -0.872 -1.303
O -0.774 1.239 -1.778
C 0.524 1.574 -2.267
C 1.313 2.361 -1.225
O -2.103 -0.115 -0.661
C -1.005 0.032 -1.234
H 1.061 0.665 -2.563
H 0.362 2.201 -3.151
H 0.749 3.244 -0.904
H 2.249 2.696 -1.696
Li 1.331 -1.121 -0.087
O 2.358 0.482 -0.179
O 1.188 1.883 1.099
C 1.251 0.704 2.523
C 0.154 -0.228 2.364
O 0.171 -1.180 1.491
C 1.680 1.513 -0.024
H 2.250 0.269 2.416
H 1.138 1.413 3.345
H -0.789 0.008 2.881
```


Entry 20:
Below is a molecular structure, C6H7N, with properties calculated with ωB97M-V/def2-TZVPD.

Computed properties:
orbital gap (alpha / beta): 8.14 / 7.51 eV
lowest unoccupied orbital energy (alpha / beta): 0.3 / -0.3 eV

```
14
C6H7N | OMol25 | ωB97M-V/def2-TZVPD
C 0.889 -2.192 0.496
C 0.007 0.870 -1.682
C 0.690 -0.926 1.131
C -0.360 0.769 -0.444
C 0.099 -1.828 -0.537
C -0.700 2.028 0.337
N -0.186 -0.559 0.148
H 1.382 -2.960 0.987
H 0.025 0.548 -2.672
H 0.550 -0.470 2.076
H 0.189 -2.063 -1.568
H 0.108 2.446 0.943
H -1.512 1.668 1.048
H -1.182 2.669 -0.264
```


no.,maximum force (eV/A)
1,3.4
2,5.3
3,3.4
4,4.5
5,8.6
6,3.4
7,6.3
8,8.1
9,5.5
10,4.9
11,3.7
12,7.1
13,5.8
14,3.0
15,4.3
16,3.4
17,8.9
18,4.4
19,1.4
20,5.7